No. 1
Below is C8H12F30Na5O6P5 as an isolated structure in a non-equilibrium geometry, with properties calculated with ωB97M-V with the def2-TZVPD basis set.

Results
LUMO energy = -2.2 eV
Kohn-Sham gap = 8.76 eV
E_HOMO = -10.98 eV
F_max = 0.1353 hartree/bohr
total energy = -6279.21455 a.u.

The geometry in XYZ format:
```
66
Properties=species:S:1:pos:R:3:forces:R:3:nbo_charge:R:1
Na -2.8625 -2.1181 -2.0579 -0.9033 -2.8852 2.3101 0.972
Na 2.4331 -0.3564 3.2237 0.1738 -0.2997 -0.3817 0.980
Na -2.2707 1.9882 -0.4771 0.7485 0.1733 -0.1261 0.972
Na 2.8321 -1.9881 -1.1596 0.5657 0.8617 -0.2566 0.977
Na -0.7843 -4.1350 1.8450 0.3006 0.5413 0.8197 0.986
P 0.1040 -2.9771 4.8067 -0.4831 -1.6303 2.4824 2.598
F -0.6171 -3.0857 6.2351 -0.1034 0.1405 -0.3509 -0.572
F -1.3293 -2.6288 4.0922 0.0469 0.0352 -0.2418 -0.612
F 0.3870 -1.4197 5.0563 0.3398 0.3571 -0.8066 -0.589
F 0.7780 -2.9943 3.3458 0.6343 0.7456 -1.1568 -0.621
F 1.5144 -3.3716 5.4802 -0.1410 0.3482 -0.4720 -0.576
F -0.1971 -4.5730 4.5483 -0.3565 -0.1090 -0.3136 -0.614
P 3.9147 0.2447 -3.6890 1.0460 0.5186 -0.2665 2.599
F 2.8992 0.7334 -4.8285 -0.1959 -0.0937 0.2986 -0.578
F 4.9664 -0.2588 -4.8028 -0.3741 0.1039 0.2015 -0.579
F 4.5745 1.7235 -3.6511 -0.0792 -0.1281 0.0732 -0.592
F 4.9349 -0.2468 -2.5276 -0.2076 -0.2377 -0.0992 -0.593
F 2.8785 0.6807 -2.4895 -0.3644 0.1047 -0.0744 -0.618
F 3.1940 -1.2191 -3.6684 -0.2382 -0.7305 0.2505 -0.622
P -2.6695 0.8271 -3.6187 1.0758 3.2183 -3.2476 2.600
F -3.9740 1.0579 -2.6876 0.5103 -0.4286 1.0017 -0.594
F -2.6806 2.3949 -4.0183 -0.2317 0.0058 -0.0334 -0.585
F -1.6040 1.3264 -2.4605 -0.6508 -1.0392 1.2164 -0.622
F -1.3900 0.5247 -4.5318 -0.2500 -0.1581 0.0665 -0.567
F -2.5893 -0.7272 -3.1140 -0.0848 2.5756 -1.9610 -0.641
F -3.6367 0.5713 -4.8771 0.0303 -1.1833 0.7398 -0.569
P 4.9430 -0.7340 1.2117 1.7569 -0.9065 -0.4034 2.600
F 4.6869 0.4589 2.2822 -0.5414 0.1781 -0.0189 -0.603
F 3.3512 -0.7243 0.7902 -0.8297 0.2273 -0.0635 -0.639
F 5.2713 0.2681 0.0446 -0.2919 0.6323 0.2201 -0.558
F 5.1636 -1.9765 0.1761 -0.7463 -0.3641 -0.0239 -0.605
F 6.4735 -0.8483 1.6178 -0.0867 0.1580 0.4728 -0.567
F 4.5083 -1.7911 2.3882 -0.1612 0.0044 0.1231 -0.609
P -0.4221 -0.7949 0.4272 1.2681 0.6754 1.3269 2.620
F 0.4802 -2.0362 -0.1404 -0.3454 -0.6659 -0.3425 -0.617
F -1.4765 -0.8418 -0.8035 -0.0227 -1.2766 0.1633 -0.607
F -1.2328 -1.8847 1.3349 -0.8480 -0.5471 -0.8761 -0.614
F -1.3522 0.3736 1.0388 -0.1463 0.4257 0.1023 -0.601
F 0.5548 -0.6830 1.7267 0.3337 0.3873 -0.2364 -0.605
F 0.4876 0.1741 -0.4031 -0.0451 0.3952 0.0466 -0.549
C -6.2644 -1.8948 3.5067 -1.4232 0.9482 -0.0925 -0.643
C -5.8505 -1.2752 2.1673 1.0632 -1.7394 1.5537 0.061
C -4.3289 -1.1214 1.9929 -0.1406 1.3054 0.0595 -0.097
O -4.0621 -1.7030 0.7095 0.2742 -0.2045 0.3298 -0.515
C -5.1381 -2.4097 0.3102 0.1546 0.9485 0.3427 0.984
O -5.1505 -3.0209 -0.7084 0.3296 -0.6765 -0.9361 -0.628
O -6.1402 -2.2762 1.1544 -0.8348 0.6439 -0.1286 -0.467
H -6.7530 -1.0923 4.0728 0.7299 -0.0646 0.5006 0.227
H -5.5030 -2.4217 4.0674 0.1757 0.0684 -0.0178 0.229
H -7.1429 -2.5317 3.3707 0.3502 -0.3431 -0.3504 0.245
H -6.3507 -0.3126 2.1098 -0.4103 -0.2462 -1.1197 0.206
H -3.7298 -1.5345 2.8039 0.0110 -0.4984 -0.2753 0.217
H -4.0631 -0.0655 1.9296 0.0957 -0.0669 -0.0286 0.194
C 2.5740 5.2911 -2.8910 0.2778 -0.1335 -0.5495 -0.630
C 2.2529 3.9624 -2.2717 -0.4597 0.5935 0.3234 0.060
C 3.2284 3.4524 -1.2154 -0.7219 -0.7959 -0.5387 -0.107
O 2.3267 2.8881 -0.2337 1.1334 -0.3959 0.6005 -0.479
C 1.0919 3.2361 -0.4930 3.5868 2.0113 -2.6924 0.999
O 0.1659 2.9003 0.0913 -5.5048 -2.1603 3.6650 -0.676
O 1.0189 4.0754 -1.5070 0.0774 0.6618 -0.8425 -0.500
H 3.4866 5.1701 -3.4789 -0.0782 0.0273 -0.1425 0.233
H 2.7573 6.1127 -2.1993 -0.1719 -0.2180 0.3154 0.212
H 1.7582 5.5570 -3.5598 0.0735 0.1697 -0.0927 0.228
H 1.9838 3.2269 -3.0211 0.6025 -0.2396 -0.2810 0.218
H 3.8115 4.2575 -0.7796 0.1602 -0.1217 0.1734 0.186
H 3.7788 2.5961 -1.5929 0.5479 0.3964 0.0616 0.260
```
Forces are in eV/Å.

No. 2
Below is C8H12F3NO4S in the gas phase, with properties calculated with ωB97M-V with the def2-TZVPD basis set.

Results
relative energy (zero: lowest compared OMol25 entry of this formula, charge and spin) = 0.0 kcal/mol
LUMO energy = 0.4 eV
Kohn-Sham gap = 10.23 eV
E_HOMO = -9.81 eV
F_max = 0.0108 hartree/bohr
total energy = -1365.51881 a.u.

The geometry in XYZ format:
```
29
Properties=species:S:1:pos:R:3:forces:R:3:nbo_charge:R:1
N 4.1923 0.0489 0.4060 0.0782 -0.1015 -0.0827 -0.852
C 3.3207 -0.5709 -0.5984 0.0020 0.0656 0.1000 -0.220
C 2.2398 0.3902 -1.1057 -0.1641 -0.1793 0.0297 -0.400
C 1.4928 1.1124 0.0168 -0.0621 0.2411 -0.0559 -0.402
C 0.3295 0.2981 0.5401 -0.0062 -0.2618 -0.0314 -0.329
C -0.9948 0.3133 -0.2350 -0.0920 0.2925 0.4641 -0.434
C -1.8237 -0.4840 0.7677 0.3839 -0.0916 0.0210 -0.157
S -3.6158 -0.3268 0.6245 -0.0613 0.0535 -0.0599 2.085
O -4.2429 -1.4282 1.2808 0.0195 -0.0419 0.1090 -0.887
O -3.9885 1.0315 0.8478 -0.0510 0.0868 -0.0272 -0.885
C -3.8590 -0.6658 -1.1977 -0.0907 -0.0471 0.0824 0.732
F -3.0035 -1.6105 -1.6039 0.0847 -0.0969 0.0278 -0.320
F -3.6604 0.4263 -1.9206 0.0678 0.1245 -0.0599 -0.302
F -5.0940 -1.0988 -1.3848 -0.0443 0.0439 0.0124 -0.292
O -1.4586 0.0654 2.0302 -0.0350 0.0400 -0.1360 -0.494
C -0.2102 0.6647 1.9037 -0.1312 0.0884 0.2202 0.800
O 0.2393 1.3404 2.7701 0.0772 -0.2111 -0.0767 -0.517
H 4.0196 -0.3209 1.3306 -0.0529 0.0662 0.0191 0.361
H 5.1635 -0.1376 0.2033 0.0295 0.0335 -0.0087 0.365
H 2.8427 -1.4763 -0.2083 0.0156 -0.0039 0.0325 0.167
H 3.9293 -0.8901 -1.4449 -0.0573 -0.0455 -0.0465 0.195
H 2.6714 1.1118 -1.7987 0.1143 0.0510 0.0981 0.213
H 1.5208 -0.2046 -1.6811 0.0488 0.0828 -0.1597 0.191
H 1.1313 2.0785 -0.3420 -0.0741 0.0085 0.0476 0.214
H 2.1792 1.3308 0.8350 0.0120 0.0261 0.0033 0.247
H 0.6368 -0.7549 0.6457 0.0858 0.0420 -0.0570 0.221
H -0.9852 -0.0290 -1.2636 0.0751 -0.2371 0.0530 0.244
H -1.3744 1.3393 -0.1795 -0.0330 0.0170 -0.3861 0.233
H -1.5979 -1.5532 0.7620 -0.1393 -0.0457 -0.1326 0.222
```
Forces are in eV/Å.

No. 3
Below is C8H12F4N2 in the gas phase in a non-equilibrium geometry, with properties calculated with ωB97M-V with the def2-TZVPD basis set.

Results
⟨S²⟩ = 2.006
relative energy (zero: lowest compared OMol25 entry of this formula, charge and spin) = 0.0 kcal/mol
LUMO energy (spin up / spin down) = 0.9 / -2.3 eV
Kohn-Sham gap (spin up / spin down) = 6.35 / 7.79 eV
multiplicity = 3
E_HOMO (spin up / spin down) = -5.45 / -10.08 eV
F_max = 0.2364 hartree/bohr
total energy = -820.82227 a.u.

The geometry in XYZ format:
```
26
Properties=species:S:1:pos:R:3:forces:R:3:lowdin_spin:R:1
C 1.3130 -0.9412 -1.8134 -2.3314 -2.0511 -6.0362 0.740
C 1.7888 -0.4317 -0.6779 3.6888 4.0181 10.8638 0.732
C 1.0593 0.3045 0.5045 -0.2387 -2.0320 -2.4722 0.069
C -0.1225 -1.0030 -2.0506 1.5928 -0.6192 -0.1343 0.076
C -0.4391 -0.0202 0.3780 -1.3335 -1.9726 -0.2443 0.004
C -0.9050 -0.0410 -1.1257 0.4403 1.3489 -0.0266 0.008
C 1.6432 0.0258 1.8989 -0.6417 0.8085 -1.5691 0.019
C -1.4303 0.7323 1.2426 -0.4603 1.3931 0.2856 0.002
N -0.4401 -2.3918 -1.9608 -2.8057 1.7333 -0.5972 0.059
N -0.6822 1.2938 -1.5736 0.5588 1.4355 -1.8725 0.014
F 3.1640 -0.2756 -0.5095 -1.2510 -0.2605 -0.9797 0.146
F -0.2818 -0.4279 -3.3890 -0.4990 -0.9237 0.1144 0.043
F -0.6400 -1.3462 0.8572 0.5032 -0.3184 -0.3493 0.004
F -2.2326 -0.3785 -1.2675 -0.5907 -0.4743 0.4512 0.001
H 1.9631 -1.1875 -2.5990 0.6211 -0.3203 -1.0065 0.039
H 1.1009 1.3342 0.2617 0.2428 1.4332 0.0188 0.022
H 1.8475 -1.0474 2.0090 0.4152 0.6838 0.3156 0.002
H 0.8344 0.3587 2.5098 -0.4455 -0.1955 1.1521 0.001
H 2.3962 0.8113 2.0112 0.6332 -1.0168 0.3904 0.001
H -2.5200 0.6501 0.8788 1.8891 0.5401 0.3387 0.000
H -1.0413 1.7444 1.5271 -0.8399 -0.3480 -0.9138 0.001
H -1.4230 0.2711 2.2146 -0.0401 -0.5992 0.3296 0.000
H 0.2836 -3.0340 -2.2155 0.1200 0.0214 -0.4610 0.005
H -1.3733 -2.5235 -2.4025 0.9798 -0.5813 0.6120 0.011
H -0.4119 1.3794 -2.5833 -0.6508 -0.3567 1.5222 0.001
H -1.3304 2.0692 -1.3458 0.4433 -1.3463 0.2686 0.000
```
Forces are in eV/Å.

No. 4
Below is C8H12F6N2O10Zn as an isolated structure in a non-equilibrium geometry, with properties calculated with ωB97M-V with the def2-TZVPD basis set.

Results
relative energy (zero: lowest compared OMol25 entry of this formula, charge and spin) = 20.7 kcal/mol
LUMO energy = 4.8 eV
Kohn-Sham gap = 7.10 eV
E_HOMO = -2.35 eV
F_max = 0.0753 hartree/bohr
total energy = -3552.35162 a.u.
net charge = -2

The geometry in XYZ format:
```
39
Properties=species:S:1:pos:R:3:forces:R:3:nbo_charge:R:1
Zn 0.0236 0.6437 0.8834 0.2342 -0.0462 0.8486 1.729
C 1.4126 -1.8506 0.5301 -0.3298 2.9713 -0.9445 0.323
O -0.0071 -1.8855 0.3961 -0.7034 -1.7929 -0.0143 -0.553
O 1.6477 -0.5068 0.6589 0.4840 -1.4678 0.7035 -0.955
C 1.9914 -2.7919 1.6479 0.9985 1.7336 0.2528 0.922
F 3.3175 -2.5006 1.8632 -0.6156 -0.1789 -0.5079 -0.345
F 1.4219 -2.6505 2.8396 -0.5104 -0.3267 -0.1149 -0.310
F 1.9752 -4.0904 1.2907 -0.3370 -0.3768 -0.0209 -0.351
C -0.5473 -3.0423 -0.2197 -0.8106 -0.5790 0.0700 -0.064
C -2.0668 -2.9864 -0.2755 -0.1433 0.9279 0.5439 -0.621
H -2.5289 -3.9594 -0.4433 0.2135 -0.1115 -0.1210 0.186
H -2.4456 -2.5846 0.6668 -0.0586 -0.0220 -0.0283 0.234
H -2.3806 -2.2949 -1.0590 -0.1187 -0.0087 0.0327 0.201
H -0.2838 -3.9463 0.3362 0.3050 -0.0018 -0.0532 0.160
H -0.2696 -3.1693 -1.2726 0.8456 0.1465 0.0697 0.147
H 1.8251 -2.1838 -0.4333 0.3338 -0.6708 -0.0055 0.110
C -2.0513 1.0487 -0.8673 1.6917 -2.2963 2.6167 0.308
O -0.6279 1.0045 -1.1253 0.3314 0.8408 -1.4273 -0.612
O -2.0338 0.5931 0.4406 -0.7283 1.3535 -1.1791 -0.940
C -2.6385 2.4419 -1.1351 0.4111 0.3227 0.1020 0.927
F -2.0026 3.4040 -0.4634 -0.1201 -0.2140 -0.3055 -0.302
F -2.5741 2.7481 -2.4734 0.0437 -0.0401 0.3216 -0.360
F -3.9422 2.5324 -0.8268 -0.1706 -0.2597 0.1417 -0.335
C -0.0998 1.2265 -2.4274 0.4531 0.9768 0.0782 -0.059
C 1.3998 0.9959 -2.4602 -0.2773 -1.5969 0.3440 -0.634
H 2.0056 1.7542 -1.9715 -0.2561 0.2367 -0.0941 0.247
H 1.5834 0.0519 -1.9351 0.2350 0.0695 0.0747 0.225
H 1.6832 0.8135 -3.4992 0.2033 0.3549 -0.0438 0.182
H -0.1977 2.2767 -2.7174 -0.6596 -0.0682 -0.0703 0.181
H -0.6294 0.5673 -3.1213 0.0336 0.0483 -0.1869 0.148
H -2.4882 0.2920 -1.5311 -0.5596 0.3095 -0.4461 0.120
N 1.6394 3.5585 0.7223 0.7373 0.2030 -0.2455 0.732
O 0.9564 2.5108 0.8195 -0.3757 0.0289 -0.2017 -0.648
O 2.3334 3.9249 1.6723 -0.2618 0.1655 -0.2508 -0.479
O 1.6381 4.1949 -0.3634 -0.1848 -0.2918 0.3389 -0.566
N 0.7430 0.9380 3.9402 2.2034 1.8859 2.2306 0.716
O 1.7627 1.6236 3.7270 -0.8473 -0.8774 -0.7873 -0.472
O 0.5442 0.6062 5.1486 -0.9257 -0.6242 -1.3166 -0.564
O -0.0892 0.6922 3.0381 -0.7637 -0.7236 -0.4041 -0.627
```
Forces are in eV/Å.